Molecular formula: C54H79N2O6S2SbV
Method: DFT, the ωB97M-V functional and the def2-TZVPD basis

Calculated values
E_HOMO (alpha / beta) in eV: -7.1 / -7.3
2S+1: 2

```
145
Properties=species:S:1:pos:R:3:forces:R:3
H -5.4150 6.1047 1.8449 -0.006 0.008 -0.006
C -1.4791 4.2736 -5.0137 0.005 -0.039 0.022
C -2.8021 6.8877 1.5436 -0.008 0.000 0.002
C -3.4554 5.5793 1.0770 0.024 -0.012 0.011
H -2.8497 -3.0089 -3.0873 -0.001 -0.001 -0.021
H 0.4600 0.5797 -6.8556 0.005 0.011 0.010
Sb 2.9939 1.1640 -0.2357 0.581 -0.171 0.270
C 0.0885 -0.4830 -4.9643 0.009 0.066 0.040
H 3.8608 1.8168 -3.3879 0.020 -0.004 0.004
C -0.7654 1.8519 -4.7590 -0.042 0.232 0.005
H 0.5672 4.9980 -5.1354 0.004 0.004 0.006
H -1.1744 5.8578 -3.5393 0.012 -0.010 0.015
H -4.0472 -4.3033 1.8840 0.025 -0.008 0.006
H -3.7258 0.4539 2.4809 -0.034 0.025 0.012
H -2.0992 -6.3581 -0.5048 -0.019 -0.007 0.008
H -2.3650 3.9171 -0.8609 0.011 0.054 0.043
H -2.4711 3.4492 5.1147 -0.001 -0.009 0.003
C 0.8024 2.6407 4.3604 0.002 0.001 0.017
H -1.1683 4.0899 -2.2703 0.005 0.001 -0.041
H 1.3801 3.6830 -1.4114 -0.018 -0.012 -0.001
C -1.0633 3.0562 2.7151 -0.062 -0.009 0.073
H 5.6851 -0.7344 0.7688 -0.001 -0.013 -0.021
H 5.9971 -0.0198 2.3419 -0.008 -0.005 0.003
H -0.8763 1.7837 -5.8329 0.005 0.021 -0.014
H -3.4796 3.5341 -5.4479 -0.003 -0.001 0.009
C 3.9543 1.5701 2.6439 0.057 0.031 0.004
V 0.4345 0.3451 0.0536 -1.710 1.200 -0.913
C -1.2053 1.1491 4.3180 -0.011 -0.002 0.016
C -0.5405 2.4033 1.5877 0.049 -0.053 -0.009
C -1.9681 4.0876 2.4830 -0.040 -0.012 -0.038
C -2.5996 3.8886 -5.9880 -0.035 0.026 0.009
C 0.9878 -0.0461 -6.1352 -0.027 -0.005 -0.012
H 3.3195 -1.5554 1.3000 -0.001 -0.004 -0.022
C -2.3246 -3.4352 -2.2426 -0.024 0.002 0.061
C -3.6282 -2.3290 1.1838 -0.004 0.000 -0.061
H -2.7473 -2.1966 1.7991 0.018 -0.005 0.017
C -5.8407 -2.6560 -0.4797 0.009 0.022 -0.015
H -6.6936 -2.7911 -1.1316 -0.006 0.004 -0.001
H -2.2915 3.1062 -6.6811 0.009 -0.016 0.002
H -1.1238 3.0690 6.1830 -0.004 -0.003 0.009
C -1.2179 -1.0574 -5.5295 -0.020 -0.050 0.003
C 2.7569 4.0421 0.8117 -0.031 0.022 0.012
H 2.6338 4.8688 -1.7696 0.005 -0.006 0.001
H 4.0460 -1.7873 -2.6862 0.016 -0.004 0.005
C -1.0379 -4.5350 -0.0974 -0.110 -0.091 -0.105
H -3.4046 2.0280 1.6714 -0.002 -0.027 -0.001
H 1.2245 3.5958 4.0387 -0.008 0.015 0.013
H -0.8306 0.7500 5.2635 -0.010 -0.005 0.014
H -1.8396 -1.4589 -4.7260 -0.012 0.016 0.010
H -4.9247 1.1360 1.3306 -0.018 0.018 0.001
H 1.7721 3.6828 1.1182 -0.001 -0.010 -0.021
C 5.5654 0.3760 -1.9559 0.026 -0.024 0.004
H -1.2331 -1.6221 -1.8007 0.036 0.016 0.024
S -0.1155 -4.8866 1.3720 0.072 0.098 -0.081
H 6.0667 -0.1341 -1.1400 0.005 -0.013 0.010
C -1.9681 5.4511 -4.1691 -0.005 0.013 -0.013
C -0.9856 3.1591 -2.7803 -0.064 -0.152 0.216
H 0.2657 -1.9938 -3.3849 -0.006 -0.010 -0.020
H 5.9207 -0.0794 -2.8878 -0.006 0.000 -0.001
H -3.2643 -5.3485 -2.4640 -0.010 -0.001 -0.002
H 0.1156 3.9226 -6.4599 0.000 -0.006 -0.001
H 5.8917 1.4145 -1.9611 -0.012 0.043 0.001
H -4.6490 6.5670 -0.4196 -0.003 0.007 -0.005
H 2.6651 3.2863 -2.5499 0.002 0.000 0.001
C 3.6865 -1.2573 -1.7966 -0.002 -0.014 -0.023
C -1.9565 3.7463 0.1204 -0.079 -0.060 0.020
C -0.7139 2.5940 4.1312 0.019 0.027 -0.063
H -1.9210 7.1129 0.9401 0.005 0.003 -0.006
C -0.9899 2.7568 0.2996 0.227 0.043 -0.141
H -1.0005 -1.8688 -6.2280 0.000 -0.021 0.004
H -2.4872 6.8249 2.5859 0.001 -0.002 0.008
H 3.4299 3.9640 1.6610 0.030 -0.021 0.026
C 0.2081 -2.6434 0.5090 -0.040 0.171 0.192
H 4.1604 -1.7193 -0.9282 0.002 -0.002 0.029
H -0.4842 5.5860 -6.4340 -0.005 0.011 -0.011
H 2.3056 -0.5488 2.3250 -0.008 0.024 -0.001
N 0.6278 -3.4175 1.4551 -0.036 0.031 0.023
H 1.7978 -1.2939 -3.8779 0.037 0.022 0.013
H 1.2936 1.8420 3.8145 0.012 -0.017 -0.041
C 4.7522 3.6807 -0.6561 -0.001 0.009 -0.005
C -0.2453 4.7217 -5.8102 -0.016 -0.002 -0.012
C -3.9159 5.7602 -0.3695 -0.013 0.030 -0.002
H 2.9647 2.0181 2.6856 -0.041 -0.022 0.021
H -2.8039 5.1645 -3.5270 -0.019 -0.002 -0.011
H 4.8630 4.7701 -0.6093 -0.001 -0.003 -0.009
S -3.0633 0.1781 0.2389 0.198 -0.085 -0.167
H 2.6565 5.1066 0.5700 0.012 -0.004 0.011
C 2.4432 3.8001 -1.6156 -0.005 0.009 -0.025
C -0.5747 2.0368 -2.0458 0.025 0.034 -0.377
C -4.3558 -3.5072 1.2192 -0.023 -0.029 -0.016
C -2.5643 -4.7588 -1.8865 -0.014 -0.007 0.004
C -1.4284 -2.6497 -1.5261 -0.041 0.055 -0.047
C 3.4871 0.8073 -3.2089 -0.012 0.007 -0.035
C -5.1119 -1.4747 -0.5305 -0.038 -0.013 0.015
C -0.7811 -3.2240 -0.4487 0.056 -0.123 0.063
H 3.8268 0.1854 -4.0457 -0.004 0.000 -0.006
H 5.4127 3.2505 0.0992 -0.002 -0.007 0.026
C 0.8219 -1.6114 -4.2353 -0.028 0.000 0.013
O 0.3744 1.4270 1.6422 0.125 0.162 -0.323
C -4.6905 5.2932 1.9409 -0.022 -0.015 -0.015
H -3.0859 6.0257 -1.0272 0.013 0.002 -0.004
H -5.3834 -0.6873 -1.2238 0.006 0.008 -0.010
C -4.0221 -1.3245 0.3105 0.024 -0.037 0.049
H -2.8911 4.7567 -6.5827 -0.001 0.009 -0.009
H -4.3885 4.8564 -0.7607 -0.009 -0.007 0.005
H -2.3569 4.6234 3.3369 -0.006 0.016 -0.004
O 0.4137 -0.0458 -1.9022 0.076 0.242 0.599
H -6.0237 -4.5911 0.4181 -0.003 -0.008 0.006
H 0.9712 -2.4312 -4.9425 0.014 -0.012 0.010
C -3.8672 1.0456 1.5767 0.019 -0.023 0.101
N -0.4082 1.9443 -0.6869 0.248 -0.503 0.683
O -1.7094 -0.2244 0.7800 0.247 0.107 -0.159
C -2.4398 4.4458 1.2142 0.051 -0.043 0.094
H 2.3989 0.8312 -3.2338 -0.058 -0.008 0.008
C 3.2867 3.3225 -0.4313 -0.074 0.066 -0.013
O 0.6028 -1.4213 0.3996 0.492 -1.245 0.227
O 0.8513 -5.9151 1.1359 -0.015 -0.044 0.032
H -5.1755 4.3661 1.6271 -0.002 -0.006 -0.004
H 3.8479 -1.1455 2.9332 0.006 -0.004 -0.012
C -1.0939 3.0754 -4.1481 0.100 -0.194 -0.247
H 4.1520 1.1127 3.6197 0.035 0.009 -0.002
H -1.7983 -0.2992 -6.0567 0.007 0.006 -0.008
C 4.0467 0.2264 -1.9108 -0.021 0.008 -0.046
H 5.0998 3.3630 -1.6392 0.009 -0.028 -0.014
C 4.0728 0.4964 1.5651 -0.045 0.036 0.033
H -0.8643 0.5011 3.5117 0.018 0.002 -0.002
C -1.3826 3.4614 5.1984 0.012 0.014 0.026
C -5.4618 -3.6667 0.3921 0.016 0.011 0.002
H 4.6899 2.3632 2.4994 -0.014 0.051 -0.025
H -2.3092 6.2538 -4.8248 0.009 0.015 -0.004
H 1.0201 2.5115 5.4231 0.004 -0.006 0.002
H -4.4371 5.1991 2.9969 0.016 -0.004 0.010
H -3.5046 7.7190 1.4514 -0.010 0.009 0.000
H 1.8535 0.5113 -5.7748 0.025 -0.009 0.017
C -0.1292 0.8555 -2.6953 -0.141 0.228 -0.169
H 1.3479 -0.9275 -6.6694 -0.010 -0.012 -0.016
C 3.3386 -0.7578 2.0439 -0.017 -0.012 0.026
H 6.1058 0.9822 0.8941 -0.008 0.018 0.005
H -1.0429 4.4987 5.1554 0.007 0.006 -0.013
O -1.0355 -5.0212 2.4655 -0.022 -0.044 0.059
C -0.2614 0.7423 -4.1003 0.041 0.013 0.091
C -1.9199 -5.3319 -0.7951 0.031 0.054 0.003
H 2.6094 -1.4182 -1.7250 -0.010 0.014 -0.017
H -2.2971 1.1179 4.3530 -0.004 0.008 -0.017
C 5.5469 0.1697 1.3607 0.017 -0.047 0.009
```
Forces are in eV/Å.

=====

Molecular formula: C54H93BrClNO18P
Method: DFT, the ωB97M-V functional and the def2-TZVPD basis

Calculated values
Net charge: +1
E_HOMO in eV: -10.3
2S+1: 1
Energy above the lowest of the compared OMol25 structures with the same formula, charge and spin in kcal/mol: 220.4

```
169
Properties=species:S:1:pos:R:3:forces:R:3
C 2.9675 1.2746 7.1336 -0.835 -0.151 0.252
C -0.8752 -5.3219 7.6844 0.425 0.651 0.036
C 11.4361 4.6159 -5.5854 -0.205 -0.138 0.367
H -5.2743 -5.7458 -9.5571 0.020 -0.176 -0.140
C -3.8732 0.0944 5.8938 0.210 -0.622 0.240
H -3.8743 9.4447 3.7941 0.203 0.031 -0.051
O 8.5763 -0.3201 -0.1510 -2.530 0.916 0.426
C 2.2518 0.2056 -4.2690 0.387 2.917 1.611
H 8.2635 -1.1778 -4.2901 -0.190 1.673 0.561
H 1.5754 -0.3339 3.9003 -0.188 0.124 0.097
C 7.4492 -0.1291 -2.4552 0.419 -0.499 0.966
H -3.7851 -7.3657 -8.0136 -0.021 -0.132 -0.189
C -6.1420 -6.3172 -9.2201 -0.320 0.223 0.101
H 7.4163 0.9267 -1.9836 -0.092 -1.581 -0.937
H -3.9709 8.2812 1.3721 0.160 0.041 0.005
C 7.5367 0.9281 -4.9530 -0.935 -0.433 1.218
H -5.1179 -4.6398 -5.7180 -0.290 -0.049 0.089
C 5.9830 2.7421 -3.5581 -2.753 -0.767 0.213
C -0.3392 -6.6359 7.1808 0.371 0.115 -0.095
H 7.3318 0.3205 -5.8954 0.360 1.229 1.090
C -1.0291 -5.8946 -0.1443 -0.300 0.236 0.158
C 7.4302 0.0367 0.6015 -2.244 -1.823 0.683
C 4.6422 3.2785 -2.9253 2.856 -3.824 -2.484
H -10.1424 -1.2282 -0.4075 0.138 0.100 0.139
C -9.2473 -1.8380 -0.5479 -0.078 -0.394 -0.067
H -4.7020 9.2379 0.0681 0.087 0.008 0.134
C -1.7044 -1.2863 -2.1726 0.380 -0.787 -1.227
H -5.0608 -2.9783 -6.3406 -0.035 -0.046 0.113
H -8.5170 -1.6241 0.2355 -0.135 0.170 0.029
H -1.6045 -5.2187 0.4918 0.102 -0.081 -0.104
H 12.2229 3.2595 -7.9607 -0.029 0.214 -0.064
H -2.9722 -5.5616 7.3318 -0.021 -0.172 0.123
H 9.1843 -1.4929 -1.8253 -1.287 1.035 1.051
H -4.9213 -4.9222 -3.0582 -0.156 0.018 0.020
H -7.0007 -5.6452 -9.1570 0.117 -0.106 0.020
H -5.0851 -1.7036 8.3027 0.123 0.011 0.132
H -7.7786 -0.1004 -3.1906 -0.062 -0.036 0.132
N 0.9918 0.6199 -3.7264 3.012 1.079 -0.349
H 0.7572 3.5929 -0.9586 1.685 0.345 -0.992
H 1.3848 6.2030 -2.2518 -0.379 -1.966 -0.721
O 10.0856 2.6718 -5.8226 0.305 0.370 -0.210
H 7.5725 -1.9631 -1.0884 0.959 1.536 -0.293
H -7.4137 0.1359 -1.4695 -0.167 0.116 0.082
C 0.9153 5.1741 -2.4907 -0.747 0.496 1.189
C 0.3436 -2.0315 3.4766 -0.052 -0.673 -0.283
H -3.0896 9.6752 0.6677 0.060 -0.139 0.097
C -3.1457 1.3551 6.2790 0.271 -0.197 0.267
C 6.1198 1.4272 -4.3794 -2.647 -0.519 -0.385
H 2.6284 3.2976 6.5477 0.099 -0.116 0.022
H 0.7022 -6.5093 6.8770 -0.145 0.010 0.050
H 4.3919 -0.0844 6.2939 0.185 0.097 0.087
H -3.4739 -1.2560 8.8947 0.047 -0.214 0.062
O 0.4593 -2.9144 2.6447 -0.043 0.464 0.226
O -4.0913 -2.1745 -4.1793 -0.130 -0.301 -0.082
O -1.9324 6.7198 -0.2051 2.349 -1.152 -0.957
H -1.2134 6.0490 -2.7073 0.865 -1.316 0.949
O -3.5201 -0.9926 6.3137 -0.115 0.535 -0.327
H -1.0146 -8.0076 -2.0532 0.213 0.070 -0.006
H -1.7591 -7.0526 -3.3508 0.063 0.010 0.129
H -4.9262 0.1384 12.1426 0.060 -0.096 -0.105
H -2.0775 -0.2013 -2.1921 0.668 -1.694 0.309
H -6.3714 -7.1123 -9.9327 0.200 0.064 -0.073
O 4.7870 4.6258 -0.2991 0.127 -0.898 -3.455
H -1.1732 4.3092 -1.9892 0.611 1.484 -0.110
H -4.2406 -1.4945 12.0236 0.211 0.034 -0.067
O -8.5297 -2.4404 -2.7329 0.022 0.427 0.383
H -6.3218 -3.8246 -2.8384 -0.005 -0.158 -0.134
C 1.6288 3.9819 -1.6212 -1.555 -0.177 -0.133
H -4.8823 -8.7322 -8.3892 0.167 0.101 -0.106
O 6.3821 -0.6448 0.7166 3.880 2.306 -1.037
H -0.3837 -7.3843 7.9750 -0.162 -0.074 -0.133
H -2.4374 -5.9792 8.9907 -0.105 -0.120 -0.159
C 3.4002 2.3908 -3.1609 -0.205 0.274 0.172
H -6.5176 -3.5430 -5.4979 0.036 -0.270 0.040
C -4.0690 9.2868 0.9566 -0.233 0.005 -0.303
H -0.5387 -3.3562 4.8945 0.066 0.159 0.000
H -0.0501 -5.4489 -0.3334 0.062 -0.181 0.095
H 5.0068 3.6713 -0.1894 -0.099 0.758 0.280
C -8.6452 -1.5607 -1.8994 0.049 -0.560 -0.484
H -0.9169 -6.8506 0.3720 0.216 0.028 -0.073
H 4.7660 0.4609 7.9599 0.111 0.003 -0.192
C -5.2402 -3.8810 -2.9810 0.165 0.303 0.174
H 3.8566 2.4532 5.5837 0.196 0.030 0.107
C -0.2575 -2.3032 4.8286 -0.017 -0.321 -0.189
H -9.5284 -2.8916 -0.4862 0.048 0.149 -0.035
H 6.9556 3.3490 -3.4163 -1.838 -1.030 -0.229
H -1.1170 0.4330 -4.0112 1.314 -1.145 0.078
C -5.0840 -0.7425 10.2061 -0.672 0.252 -0.165
O -6.5573 -6.6220 -6.8992 0.405 -0.116 -0.474
C 3.4599 2.5909 6.5921 -0.344 0.216 0.012
H -5.8187 0.8567 5.4333 0.075 0.129 -0.143
O 6.3857 5.5164 -2.3046 -2.515 -1.440 1.403
C 2.0369 2.7773 -2.5530 -1.474 -3.789 -1.936
H -4.3415 -2.6562 9.6023 0.200 0.061 0.031
O -5.7618 10.7560 1.7467 0.591 -0.332 0.087
H 4.2307 2.9984 7.2497 0.122 -0.057 -0.175
H 8.2498 1.8051 -5.1134 -1.201 -1.300 0.025
H 0.6073 -1.4418 -2.2760 -1.358 -0.132 -0.954
H 1.2102 -0.5757 2.1797 -0.059 -0.042 0.113
C -4.8495 -3.1333 -4.2244 0.144 0.278 0.108
C 4.8662 0.5677 -4.6569 0.655 3.707 2.253
H 11.1091 5.5714 -6.0009 0.216 -0.008 -0.077
C -0.6390 5.3237 -2.0201 -0.295 0.753 0.410
H -2.5546 -4.2809 8.4875 0.065 -0.122 -0.080
H 2.2982 -0.7609 -4.8909 -0.221 1.808 1.189
Br -1.4139 -1.9074 -0.3089 -0.315 0.377 -0.820
H -0.9184 -6.9668 6.3161 -0.074 -0.146 0.151
H 9.2847 0.2588 -3.7035 -1.616 -0.674 -0.182
C 0.7979 -0.6242 3.1903 0.174 -0.020 -0.423
C -2.3056 -5.2905 8.1533 -0.021 0.384 0.119
O 0.1097 5.8512 0.3600 -2.463 0.061 -3.425
H -4.5496 11.0821 3.9083 0.065 -0.100 -0.114
H 0.9379 4.9232 -3.6038 0.042 0.554 1.561
H -3.8259 2.0319 6.8008 0.012 0.101 -0.191
H -0.3313 -2.4433 -3.5764 0.132 1.271 1.123
C -0.2037 -0.2603 -4.0266 -0.390 -0.206 -0.449
H -2.7414 1.8384 5.3868 -0.157 0.146 0.046
H 12.5250 4.5413 -5.6196 -0.039 0.173 -0.138
C -5.4282 -3.6103 -5.5284 0.269 0.374 -0.211
H -9.0391 0.5319 -2.1126 0.110 0.053 0.183
C -4.3523 -0.5391 11.5064 -0.268 0.277 0.189
Cl 4.9055 -0.9759 -5.6204 0.010 2.231 1.418
P 4.7967 4.8892 -2.0104 -0.013 4.236 0.122
H -0.1063 -0.6432 -5.1096 0.028 0.712 1.755
H -4.7344 0.6631 4.0193 -0.102 0.174 0.080
H 2.3960 4.3612 -0.8771 -0.750 -0.554 -1.322
C -0.7574 5.9581 -0.5417 1.157 0.529 2.861
H -4.6393 -8.2142 -6.7091 -0.043 0.056 -0.135
C 11.1468 3.3886 -7.8271 -0.252 -0.371 -0.027
C -5.8705 -6.9085 -7.8623 -0.481 0.178 0.600
H 10.6346 2.5253 -8.2574 0.069 0.115 0.074
C -4.7037 10.2010 1.9718 -0.757 0.437 -0.082
C 0.8485 1.8095 -2.9218 2.881 0.949 0.138
O -2.8234 -5.5460 -1.6617 0.521 -0.258 -0.003
H -4.7489 -3.4281 -2.1167 -0.016 -0.121 -0.104
H 3.4771 -0.7250 7.6735 0.045 0.140 -0.053
H -1.6971 7.1797 0.6418 -0.162 -0.745 -0.833
C -0.3014 -1.4749 -2.9690 -0.881 0.985 -0.432
H 6.4396 6.2569 -1.6428 0.066 -0.770 -0.839
C 8.2255 -1.0521 -1.3581 -0.347 -1.488 -1.349
C 10.8205 3.4827 -6.3611 -0.309 -0.352 0.235
H 6.3790 -0.5664 -2.5126 1.700 0.994 -0.132
H -2.4770 -1.9651 -2.7040 1.050 1.309 1.217
C 3.5165 1.0737 -4.0316 -0.877 -0.857 -0.130
H -3.3727 -0.0951 11.3162 0.066 -0.213 0.054
H 0.4733 -2.0869 5.6108 -0.181 0.147 0.074
C -8.1910 -0.1528 -2.1805 0.135 -0.047 -0.385
O 3.8498 6.0111 -2.4499 1.795 -3.383 1.353
H -1.1529 -1.6928 4.9670 0.122 0.094 0.200
H -5.4794 -0.7579 4.7788 0.076 0.127 0.046
H 10.8070 4.2897 -8.3419 0.225 0.036 0.006
H 7.4736 1.0260 1.1992 0.768 -1.489 -1.082
C -4.7162 -7.8682 -7.7422 -0.024 -0.082 0.394
H -0.1471 -6.6060 -2.7565 0.076 -0.182 0.131
C -1.7587 -6.0956 -1.4439 -0.618 0.353 -0.008
O -6.1485 -0.1931 9.9867 0.539 -0.220 0.095
O -0.1794 -4.3238 7.7113 -0.320 -0.489 -0.043
C 8.2063 -0.1087 -3.8693 0.150 0.359 0.369
H -2.9937 10.8381 3.0900 0.061 -0.193 0.062
C -1.1223 -7.0019 -2.4648 -0.301 0.039 -0.312
H -0.0503 0.0607 3.2558 0.106 0.054 0.204
C 3.9724 0.1618 7.2719 -0.259 -0.281 0.151
O 1.8014 1.1166 7.4474 0.654 0.108 -0.240
H -0.2150 2.0261 -2.5315 1.995 -0.513 -0.753
C -5.0540 0.2299 4.9697 -0.114 -0.396 -0.012
C -3.9771 10.4005 3.2756 -0.236 0.238 0.169
C -4.4486 -1.6511 9.1879 -0.319 0.068 -0.158
H 11.1139 4.5586 -4.5433 0.044 -0.006 -0.146
H -2.3184 1.1060 6.9475 -0.098 0.017 -0.102
```
Forces are in eV/Å.

=====

For reference, max |F| by record: 0.0443, 0.1046 Eh/bohr.
For reference, calculated total energy by record: -4646.73905, -6897.58215 Ha.